{
  "formula": "C3N3O6",
  "method": "the ωB97M-V functional and the def2-TZVPD basis",
  "species": ["C", "C", "C", "N", "N", "N", "O", "O", "O", "O", "O", "O"],
  "positions_angstrom": [[0.03010, -1.42661, -0.85244], [3.08478, -0.70674, -0.12854], [-1.29822, 0.67146, -0.23612], [0.22498, -2.55901, -0.92090], [-2.44251, 0.26529, 0.33015], [-0.24802, 1.41246, 0.21020], [3.54208, -0.79676, -1.15615], [-2.67240, -0.90010, 0.60658], [0.88097, 1.11494, -0.17418], [2.59700, -0.59942, 0.88571], [-3.27602, 1.15789, 0.43415], [-0.42275, 2.36660, 1.00154]],
  "nbo_charge": [0.062, 1.035, 0.336, -0.597, 0.383, 0.378, -0.530, -0.372, -0.375, -0.504, -0.393, -0.423],
  "relative_energy_kcal_mol": 110.5,
  "spin_multiplicity": 1,
  "homo_lumo_gap_ev": [7.536, 7.535],
  "charge": -1
}

{
  "formula": "C6H12O",
  "method": "the ωB97M-V functional and the def2-TZVPD basis",
  "species": ["C", "C", "O", "C", "C", "C", "C", "H", "H", "H", "H", "H", "H", "H", "H", "H", "H", "H", "H"],
  "positions_angstrom": [[-1.93717, -0.58815, -0.07050], [-0.54368, -1.08997, -0.41244], [-0.31531, -1.04078, -1.83332], [0.47752, 0.13387, -1.69463], [0.62280, -0.05525, -0.09982], [1.65865, -0.25519, 1.11547], [0.21592, 1.29232, 0.62891], [-2.70300, -1.28348, -0.42576], [-2.03856, -0.47712, 1.01440], [-2.12901, 0.38596, -0.53472], [-0.42614, -2.12822, -0.05902], [-0.17729, 1.01508, -1.87140], [1.27442, 0.18087, -2.44581], [1.28718, -1.13610, 1.62309], [1.70299, 0.49614, 1.95406], [2.67664, -0.30653, 0.77315], [-0.22950, 1.15668, 1.62973], [-0.48108, 1.70739, -0.05372], [1.06461, 1.99247, 0.76232]],
  "nbo_charge": [-0.636, 0.096, -0.537, -0.053, -0.089, -0.592, -0.602, 0.221, 0.210, 0.210, 0.182, 0.160, 0.190, 0.212, 0.207, 0.217, 0.208, 0.184, 0.211],
  "relative_energy_kcal_mol": 77.1,
  "spin_multiplicity": 1,
  "homo_lumo_gap_ev": 10.449
}

{
  "formula": "C4H6FNO2",
  "method": "the ωB97M-V functional and the def2-TZVPD basis",
  "species": ["O", "C", "C", "C", "C", "O", "N", "F", "H", "H", "H", "H", "H", "H"],
  "positions_angstrom": [[-0.06522, 3.74008, 0.59394], [-0.22128, 2.70828, -0.08636], [0.29672, 1.38996, 0.35011], [-0.23962, 0.29761, -0.17901], [0.25282, -1.13802, -0.24161], [1.29314, -1.47446, 0.63458], [-0.88297, -2.05196, -0.08824], [-0.75861, -3.11962, -1.03995], [-0.82760, 2.72284, -1.08869], [1.18788, 1.45030, 0.87559], [-1.01516, 0.56252, -0.87479], [0.72367, -1.27918, -1.19506], [1.25131, -1.13129, 1.53576], [-0.99510, -2.67705, 0.80371]],
  "nbo_charge": [-0.510, 0.393, -0.300, -0.134, 0.160, -0.715, -0.242, -0.280, 0.118, 0.221, 0.208, 0.226, 0.480, 0.375],
  "relative_energy_kcal_mol": 97.3,
  "spin_multiplicity": 1,
  "homo_lumo_gap_ev": 9.928,
  "smiles": "O=C/C=C/[C@@H](O)NF"
}

{
  "formula": "C13H14AlGeN5Se3Te",
  "method": "the ωB97M-V functional and the def2-TZVPD basis",
  "species": ["Al", "Se", "Se", "Te", "Se", "N", "N", "N", "C", "N", "N", "H", "H", "H", "Ge", "C", "C", "C", "C", "C", "C", "C", "C", "C", "C", "C", "C", "H", "H", "H", "H", "H", "H", "H", "H", "H", "H", "H"],
  "positions_angstrom": [[-2.17030, 0.18036, 1.51818], [-1.86154, -0.74198, -0.67889], [-2.66452, 1.30073, -1.58153], [-3.93635, 2.02522, 0.49598], [-1.89374, 2.38798, 1.96595], [-0.59703, -2.85726, 4.93934], [-1.59683, -2.24533, 4.24991], [-2.85921, -2.60228, 4.38696], [-3.47073, -1.87106, 3.47558], [-2.57436, -1.10685, 2.82965], [-1.36512, -1.36905, 3.33668], [-0.99009, -3.34234, 5.74054], [0.11254, -2.18851, 5.22141], [-4.53134, -1.88574, 3.28568], [0.70644, -0.52399, -0.90738], [1.05928, 1.10771, 0.04007], [0.92933, 2.36113, -0.55761], [1.20193, 3.50741, 0.17459], [1.59878, 3.40752, 1.50316], [1.73111, 2.16030, 2.10254], [1.46430, 1.00940, 1.37334], [0.95878, -0.73921, -2.78596], [1.66545, -1.85404, -3.23533], [1.89406, -2.01862, -4.59378], [1.41000, -1.08251, -5.49767], [0.69923, 0.02612, -5.05170], [0.47537, 0.20248, -3.69620], [0.99747, -1.74733, -0.03194], [0.64889, 2.45059, -1.59897], [1.11930, 4.47847, -0.29537], [1.82312, 4.30316, 2.06733], [2.07300, 2.08535, 3.12692], [1.60621, 0.03664, 1.83389], [2.04001, -2.59380, -2.53779], [2.44776, -2.87897, -4.94397], [1.58802, -1.21494, -6.55661], [0.32649, 0.75394, -5.75982], [-0.06572, 1.07929, -3.35721]],
  "nbo_charge": [1.256, -0.222, -0.001, 0.457, -0.360, -0.558, 0.235, -0.190, 0.217, -0.536, -0.025, 0.424, 0.412, 0.271, 1.323, -0.522, -0.132, -0.209, -0.169, -0.208, -0.225, -0.518, -0.189, -0.185, -0.154, -0.211, -0.149, -0.120, 0.214, 0.240, 0.242, 0.236, 0.220, 0.225, 0.241, 0.241, 0.236, 0.194],
  "relative_energy_kcal_mol": 0.0,
  "spin_multiplicity": 1,
  "homo_lumo_gap_ev": 7.370,
  "charge": 2
}

{
  "formula": "C6H13NOS",
  "method": "the ωB97M-V functional and the def2-TZVPD basis",
  "species": ["C", "C", "C", "C", "C", "C", "N", "O", "S", "H", "H", "H", "H", "H", "H", "H", "H", "H", "H", "H", "H", "H"],
  "positions_angstrom": [[-0.03113, 0.96560, 1.57443], [-0.26981, -0.37777, 1.48235], [-0.78784, 2.03227, 2.27916], [1.89064, -0.71332, -0.04523], [0.12692, -2.35928, 0.13539], [0.61669, -1.18874, 0.57929], [-1.97935, -0.29265, -3.40109], [-1.11840, 1.64222, -1.88646], [-0.78363, 0.09180, -2.27923], [0.84542, 1.45992, 1.12064], [-0.93440, -0.79656, 2.10397], [-0.21434, 2.43391, 3.17340], [-1.02278, 2.83191, 1.55124], [-1.81288, 1.62468, 2.76880], [2.00897, -1.33175, -0.94840], [1.82411, 0.36244, -0.40747], [2.69216, -0.73926, 0.53215], [0.63958, -2.98694, -0.59996], [-0.89626, -2.68267, 0.23642], [-1.29043, 1.80567, -0.87429], [-2.42794, -1.07979, -3.19916], [-1.93678, -0.27015, -4.38406]],
  "nbo_charge": [-0.162, -0.249, -0.658, -0.644, -0.307, -0.019, -0.990, -0.882, 0.659, 0.180, 0.201, 0.225, 0.217, 0.200, 0.216, 0.218, 0.220, 0.171, 0.179, 0.494, 0.359, 0.373],
  "relative_energy_kcal_mol": 43.1,
  "spin_multiplicity": 3,
  "homo_lumo_gap_ev": [5.753, 6.245],
  "s_squared": 2.008
}

{
  "formula": "C4H8AlF3O5S",
  "method": "the ωB97M-V functional and the def2-TZVPD basis",
  "species": ["O", "O", "C", "O", "C", "Al", "H", "H", "H", "H", "H", "S", "O", "O", "C", "F", "F", "F", "C", "H", "H", "H"],
  "positions_angstrom": [[-0.87290, -0.48200, 1.29618], [-2.42212, -1.12922, 0.99217], [-2.58812, -1.30030, -0.35446], [-2.35789, -0.01214, -0.96833], [-2.11413, 0.01501, -2.36786], [-1.76944, 0.80816, 0.46555], [-3.61719, -1.61603, -0.58769], [-1.82960, -1.99537, -0.75303], [-1.96605, 1.06120, -2.65138], [-1.17948, -0.51480, -2.59904], [-2.94931, -0.47562, -2.88569], [1.31387, 0.11600, 0.88773], [1.40238, -1.06160, 0.01435], [2.75718, 0.62716, 1.37047], [1.06510, 1.55403, -0.30713], [1.77530, 1.39165, -1.39096], [-0.25353, 1.52754, -0.65658], [1.32427, 2.70521, 0.25553], [3.43164, -0.16324, 2.37446], [4.49393, 0.06428, 2.25054], [3.32496, -1.24837, 2.26323], [3.03113, 0.12846, 3.35192]],
  "nbo_charge": [-0.692, -0.371, 0.171, -0.702, -0.282, 2.289, 0.259, 0.233, 0.238, 0.238, 0.255, 1.578, -0.854, -0.653, 0.761, -0.236, -0.383, -0.255, -0.285, 0.254, 0.221, 0.214],
  "spin_multiplicity": 1,
  "homo_lumo_gap_ev": [5.087, 5.084],
  "charge": 2
}

{
  "formula": "C16H28N4",
  "method": "the ωB97M-V functional and the def2-TZVPD basis",
  "species": ["C", "C", "C", "C", "N", "H", "H", "H", "H", "H", "H", "H", "C", "C", "C", "C", "N", "H", "H", "H", "H", "H", "H", "H", "C", "C", "C", "C", "N", "H", "H", "H", "H", "H", "H", "H", "C", "C", "C", "C", "N", "H", "H", "H", "H", "H", "H", "H"],
  "positions_angstrom": [[15.38928, 10.32114, 0.88140], [16.28706, 11.16573, -0.01843], [17.71889, 10.93061, 0.39371], [18.15653, 9.60735, -0.02956], [18.56436, 8.59354, -0.37262], [14.82590, 9.55390, 0.35032], [14.61523, 10.77253, 1.50205], [16.06228, 9.79900, 1.56150], [16.01907, 12.22227, -0.02174], [16.18506, 10.79091, -1.03686], [17.95894, 11.28498, 1.39615], [18.33237, 11.62360, -0.18205], [12.20321, 10.93647, 9.05474], [12.00298, 12.18876, 9.97504], [10.89883, 12.00353, 11.08324], [9.86747, 13.02521, 11.16280], [9.04259, 13.84606, 11.22788], [11.33848, 10.34301, 8.75784], [12.93647, 10.33176, 9.58834], [12.62597, 11.21108, 8.08832], [11.67613, 13.02311, 9.35447], [12.97904, 12.39228, 10.41549], [11.34443, 11.92201, 12.07465], [10.54454, 10.98348, 10.93461], [19.36273, 6.42831, 9.27473], [18.85452, 5.89524, 8.03011], [19.78629, 4.78167, 7.46696], [19.75126, 3.47598, 8.12619], [19.77394, 2.43666, 8.66091], [20.27439, 7.02482, 9.24042], [19.51611, 5.66235, 10.03489], [18.53435, 6.88924, 9.81271], [18.74684, 6.75860, 7.37350], [17.86465, 5.54622, 8.32413], [20.82837, 5.09691, 7.51991], [19.48300, 4.60564, 6.43491], [3.42668, 21.62213, 12.50988], [2.84711, 20.85260, 11.23403], [2.57232, 19.31735, 11.51563], [1.83420, 18.84085, 12.70479], [1.25471, 18.43793, 13.61496], [3.78713, 22.64963, 12.46063], [4.18036, 20.94319, 12.90876], [2.65632, 21.78247, 13.26416], [3.66254, 20.75696, 10.51707], [1.98882, 21.45430, 10.93505], [3.57712, 18.90507, 11.60769], [1.99413, 18.91867, 10.68204]],
  "nbo_charge": [-0.624, -0.393, -0.520, 0.284, -0.322, 0.219, 0.219, 0.203, 0.217, 0.216, 0.250, 0.250, -0.618, -0.377, -0.531, 0.290, -0.326, 0.212, 0.205, 0.217, 0.214, 0.212, 0.250, 0.252, -0.616, -0.388, -0.515, 0.287, -0.330, 0.207, 0.212, 0.216, 0.213, 0.216, 0.247, 0.252, -0.624, -0.371, -0.512, 0.283, -0.332, 0.223, 0.201, 0.213, 0.209, 0.214, 0.244, 0.253],
  "relative_energy_kcal_mol": 53.0,
  "spin_multiplicity": 1,
  "homo_lumo_gap_ev": 12.042,
  "smiles": "CCCC#N.CCCC#N.CCCC#N.CCCC#N"
}

{
  "formula": "C9H11NO3",
  "method": "the ωB97M-V functional and the def2-TZVPD basis",
  "species": ["N", "C", "C", "C", "C", "C", "C", "O", "C", "C", "C", "O", "O", "H", "H", "H", "H", "H", "H", "H", "H", "H", "H", "H"],
  "positions_angstrom": [[-1.13140, 0.71150, 1.65519], [-1.87334, 0.31785, 0.46418], [-1.21791, -0.83519, -0.37926], [0.23823, -0.50863, -0.49727], [1.20739, -1.32809, -0.04925], [2.54540, -1.03243, -0.25259], [2.85471, 0.18130, -0.81873], [4.12302, 0.48574, -0.93402], [1.89301, 1.04496, -1.28974], [0.54186, 0.70509, -1.10362], [-3.28808, 0.04522, 0.64473], [-4.04728, -0.24568, -0.21351], [-3.78499, 0.24949, 1.92385], [-0.27707, 0.22008, 1.70106], [-0.95397, 1.68403, 1.63614], [-1.85515, 1.19529, -0.09889], [-1.63738, -0.72696, -1.41754], [-1.36104, -1.90830, -0.00488], [0.93343, -2.21201, 0.54843], [3.28520, -1.77325, -0.00132], [4.76140, -0.20284, -0.78839], [2.21637, 2.09206, -1.54224], [-0.23055, 1.26957, -1.58511], [-2.94185, 0.57121, 2.40280]],
  "nbo_charge": [-0.845, -0.180, -0.408, -0.098, -0.183, -0.281, 0.294, -0.667, -0.260, -0.179, 0.767, -0.565, -0.691, 0.383, 0.372, 0.215, 0.246, 0.229, 0.212, 0.211, 0.489, 0.231, 0.212, 0.496],
  "relative_energy_kcal_mol": 27.0,
  "spin_multiplicity": 1,
  "homo_lumo_gap_ev": 9.348,
  "smiles": "N[C@@H](Cc1ccc(O)cc1)C(=O)O"
}